1.
Molecular formula: C39H47GeLiO3S3Te
Method: DFT, wB97M-V/def2-TZVPD

CARTESIAN COORDINATES (ANGSTROEM)
Li (-2.233, 1.225, 1.293)
C (-3.896, 5.526, 2.196)
C (-3.643, 4.083, 1.789)
S (-1.935, 3.638, 1.683)
C (-4.685, 3.251, 1.578)
C (-6.104, 3.750, 1.758)
S (-4.587, 1.540, 1.141)
H (-2.944, 6.032, 2.351)
H (-4.472, 5.599, 3.126)
H (-4.452, 6.081, 1.430)
H (-6.215, 4.810, 1.514)
H (-6.443, 3.614, 2.793)
H (-6.782, 3.176, 1.124)
C (-4.662, -1.338, -0.812)
Te (-2.797, -1.662, 0.200)
C (-2.734, -3.334, -1.161)
C (-4.174, -3.699, -1.418)
C (-4.570, -4.970, -1.815)
C (-5.913, -5.263, -2.026)
C (-6.868, -4.274, -1.843)
C (-6.478, -2.999, -1.453)
C (-5.138, -2.699, -1.236)
H (-4.469, -0.708, -1.682)
H (-5.355, -0.808, -0.163)
H (-2.172, -4.161, -0.731)
H (-2.240, -3.029, -2.084)
H (-3.821, -5.743, -1.944)
H (-6.210, -6.263, -2.320)
H (-7.918, -4.497, -1.992)
H (-7.221, -2.226, -1.294)
C (-0.027, 1.531, -4.780)
C (-0.468, 2.968, -4.519)
C (-1.768, 3.062, -3.724)
S (-1.725, 2.751, -1.932)
O (-1.174, 1.364, -1.775)
C (-0.388, 3.904, -1.475)
C (0.992, 3.240, -1.453)
C (1.451, 2.941, -0.030)
H (0.902, 1.502, -5.355)
H (-0.790, 0.988, -5.343)
H (0.128, 1.002, -3.843)
H (-0.609, 3.489, -5.472)
H (0.328, 3.503, -3.997)
H (-2.487, 2.319, -4.082)
H (-2.241, 4.043, -3.821)
H (-0.697, 4.225, -0.474)
H (-0.454, 4.764, -2.145)
H (1.718, 3.879, -1.967)
H (0.950, 2.295, -2.001)
H (1.507, 3.851, 0.570)
H (2.431, 2.456, -0.025)
H (0.731, 2.285, 0.465)
O (0.213, -1.662, 1.867)
C (-0.086, -0.589, 2.444)
O (-1.065, 0.149, 2.212)
C (0.907, -0.120, 3.512)
C (2.214, 0.313, 2.855)
Ge (3.027, -0.953, 1.604)
C (2.354, -1.557, -0.116)
C (2.978, -2.655, -0.705)
C (2.575, -3.120, -1.951)
C (1.534, -2.492, -2.619)
C (0.896, -1.404, -2.036)
C (1.306, -0.938, -0.795)
C (4.694, 0.029, 1.105)
C (5.029, 0.240, -0.233)
C (6.141, 0.992, -0.594)
C (6.952, 1.551, 0.382)
C (6.639, 1.357, 1.720)
C (5.522, 0.610, 2.070)
C (3.603, -2.549, 2.610)
C (4.919, -2.741, 3.029)
C (5.284, -3.862, 3.767)
C (4.331, -4.814, 4.095)
C (3.017, -4.642, 3.679)
C (2.655, -3.520, 2.944)
H (1.100, -0.959, 4.186)
H (0.470, 0.706, 4.075)
H (3.000, 0.453, 3.604)
H (2.089, 1.271, 2.346)
H (3.786, -3.161, -0.186)
H (3.068, -3.979, -2.393)
H (1.206, -2.860, -3.584)
H (0.054, -0.927, -2.519)
H (0.764, -0.110, -0.353)
H (4.406, -0.187, -1.011)
H (6.369, 1.146, -1.643)
H (7.817, 2.141, 0.103)
H (7.261, 1.796, 2.493)
H (5.291, 0.485, 3.123)
H (5.680, -2.017, 2.764)
H (6.314, -3.992, 4.081)
H (4.610, -5.687, 4.674)
H (2.267, -5.381, 3.933)
H (1.625, -3.371, 2.639)

Calculated total energy, eV: -143871.14835
ΔE to the lowest compared entry with this formula, charge and spin, kJ/mol: 59.16
Highest occupied orbital energy, eV: -0.131
LUMO, eV: 4.030
Gap between HOMO and LUMO, eV: 4.1611
Charge: -2

=====

2.
Molecular formula: C3H4N2O
Method: DFT, wB97M-V/def2-TZVPD

CARTESIAN COORDINATES (ANGSTROEM)
C (0.665, -2.210, -1.242)
C (-0.492, 0.187, 0.940)
C (0.123, 1.469, 0.379)
H (0.410, -3.071, -0.613)
H (0.947, -2.162, -2.304)
H (-1.088, 0.143, 1.973)
H (0.554, 0.997, -0.533)
N (0.191, -1.041, -0.917)
N (-0.366, -0.935, 0.389)
O (-0.172, 2.656, 0.588)

Calculated total energy, eV: -8199.87729
ΔE to the lowest compared entry with this formula, charge and spin, kJ/mol: 386.73
Highest occupied orbital energy, eV: -9.125
LUMO, eV: -0.822
Gap between HOMO and LUMO, eV: 8.3028
SMILES: C=N/N=C\C=O

=====

3.
Molecular formula: C3H2N2O2S
Method: DFT, wB97M-V/def2-TZVPD

CARTESIAN COORDINATES (ANGSTROEM)
C (-1.180, -0.423, 0.002)
C (0.591, 1.077, -0.005)
C (1.134, -0.366, -0.009)
H (-1.432, 1.682, 0.009)
H (0.054, -2.156, 0.024)
N (-0.794, 0.910, -0.002)
N (0.019, -1.146, -0.007)
O (-2.290, -0.875, -0.007)
O (1.207, 2.098, -0.003)
S (2.691, -0.801, -0.002)

Calculated total energy, eV: -21054.73366
ΔE to the lowest compared entry with this formula, charge and spin, kJ/mol: 0.00
Highest occupied orbital energy, eV: -9.524
LUMO, eV: -1.252
Gap between HOMO and LUMO, eV: 8.2717
SMILES: O=C1NC(=O)C(=S)N1

=====

4.
Molecular formula: C2H3N3OS
Method: DFT, wB97M-V/def2-TZVPD

CARTESIAN COORDINATES (ANGSTROEM)
C (-1.232, -0.138, 0.782)
C (0.486, 0.946, -2.400)
N (-0.412, -0.627, 1.586)
N (0.879, 0.520, -3.392)
N (0.854, -0.638, 1.352)
O (-1.018, 0.147, -0.521)
S (-0.069, 1.531, -0.925)
H (-2.214, -0.177, 1.213)
H (1.155, -0.338, 0.382)
H (1.571, -1.226, 1.923)

Calculated total energy, eV: -19472.08649
ΔE to the lowest compared entry with this formula, charge and spin, kJ/mol: 289.46
Highest occupied orbital energy, eV: -9.007
LUMO, eV: -0.762
Gap between HOMO and LUMO, eV: 8.2458
SMILES: N#CSO/C=N\N

=====

- What is the calculated total energy in the third record?
  -21054.73366 eV

=====

- What is the formula in the fourth record?
  C2H3N3OS

=====

- Which value of ΔE to the lowest compared entry with this formula, charge and spin does entry 1 give?
  59.16 kJ/mol